Entry 1:
Entry from OMol25: C40H44BBiN10O3S4 as an isolated structure at a distorted geometry (ωB97M-V with the def2-TZVPD basis set).

Geometry (Å):
Bi -1.29201 0.69975 -0.42011
O -1.74950 -4.35948 -0.72795
C -0.91702 -4.49881 -1.77337
C -0.60183 -5.78546 -2.21356
C 0.27468 -5.96602 -3.26304
C 0.87212 -4.87638 -3.88634
C 0.54420 -3.59864 -3.48431
C -0.36607 -3.39408 -2.44863
C -0.81110 -2.03277 -2.11963
O -1.47377 -1.80303 -1.06842
N -0.53532 -1.11172 -3.04596
N -1.02024 0.07398 -2.74215
C -0.98713 1.07689 -3.54793
C -1.69385 2.26353 -3.16729
C -1.80992 3.36295 -4.02769
C -2.61511 4.41910 -3.66011
C -3.33898 4.33569 -2.47570
C -3.15957 3.22602 -1.67073
N -2.34338 2.24136 -1.99166
H -1.86764 -3.38947 -0.58921
H -1.07135 -6.62516 -1.72293
H 0.50277 -6.96809 -3.59691
H 1.57070 -5.03025 -4.69585
H 0.97410 -2.72751 -3.95003
H -0.50452 1.02180 -4.51987
H -1.25654 3.36856 -4.95380
H -2.70334 5.29201 -4.29158
H -4.01097 5.12125 -2.17371
H -3.71663 3.10147 -0.75512
C 1.03391 -1.38236 1.00804
C -0.25180 -1.75094 1.66278
C -0.29993 -2.84134 2.55527
C -1.49813 -3.23152 3.07938
C -2.68298 -2.57336 2.69058
C -3.94813 -2.98738 3.13913
C -5.06932 -2.33298 2.70411
C -4.96052 -1.27655 1.80290
C -3.73724 -0.84785 1.31812
S -3.77382 0.37773 0.06872
C -2.55499 -1.47626 1.78932
N -1.34097 -1.08412 1.36126
H 1.87321 -1.83250 1.53279
H 1.16499 -0.30558 0.97311
H 1.04301 -1.75515 -0.01615
H 0.61287 -3.35809 2.80827
H -1.56294 -4.05586 3.77739
H -4.01572 -3.82822 3.81299
H -6.04882 -2.65307 3.02672
H -5.85000 -0.78852 1.43846
C -4.47130 3.11533 2.40358
N -3.65193 4.03445 1.66558
C -4.04799 5.24229 1.16029
C -2.96735 5.78785 0.55203
N -1.91256 4.93498 0.67744
B -0.55153 5.28244 -0.01211
N 0.60158 4.44931 0.56286
C 1.35727 4.79221 1.64761
C 2.43833 3.97917 1.70295
N 2.34327 3.12129 0.64127
C 3.29255 2.11566 0.27358
C 1.20506 3.41147 -0.02978
S 0.72276 2.57268 -1.41153
C -2.34217 3.85769 1.34184
S -1.48311 2.45995 1.79828
H -5.50114 3.46008 2.35962
H -4.14285 3.06440 3.44338
H -4.40613 2.11945 1.96286
H -5.04609 5.60681 1.27902
H -2.85599 6.71784 0.03415
H -0.33831 6.43591 0.22900
H -0.67781 5.05174 -1.17631
H 1.05731 5.58739 2.29777
H 3.25756 3.93786 2.39290
H 3.54831 1.50396 1.13893
H 4.19620 2.58186 -0.12767
H 2.84398 1.48722 -0.49737
C 0.56278 1.99319 4.58973
C 1.41528 1.09121 3.74770
C 2.14403 0.00122 4.49886
O 1.51558 1.20772 2.55278
H 1.10958 2.34885 5.45900
H -0.30233 1.42998 4.93163
H 0.21171 2.82819 3.99129
H 2.67748 0.41595 5.34973
H 2.84274 -0.50090 3.83578
H 1.42187 -0.72645 4.86153
C 7.11795 -2.57645 -2.55815
C 5.68165 -2.73599 -2.19201
C 5.12820 -3.89143 -1.71739
C 3.73880 -3.89346 -1.41455
N 2.99472 -2.83533 -1.56223
C 3.50921 -1.69981 -2.06018
S 2.61577 -0.35329 -2.35864
N 4.87630 -1.66616 -2.35044
C 3.09126 -5.13484 -0.90468
H 7.64947 -3.51585 -2.43728
H 7.58661 -1.81937 -1.92950
H 7.20046 -2.25074 -3.59462
H 5.72051 -4.77968 -1.57805
H 5.22927 -0.78973 -2.71828
H 3.70886 -6.00367 -1.11737
H 2.10931 -5.25272 -1.35669
H 2.94954 -5.05528 0.17224

For the energy above the lowest of the compared OMol25 structures with the same formula, charge and spin, the calculation gives 0.0 kcal per mole. For the molecular weight, the calculation gives 1060.9 g/mol. The calculation puts the gap between HOMO and LUMO at 0.238 Ha.

---

Entry 2:
Entry from OMol25: C45H44AsF3N3O2PRbS as an isolated structure (ωB97M-V with the def2-TZVPD basis set).

Geometry (Å):
Rb 2.73230 0.09376 0.75399
O 4.91919 0.68510 2.05665
N 5.16997 -0.31302 2.86563
C 5.78616 -1.40511 2.34649
C 6.10762 -2.50180 3.09925
C 5.77116 -2.48698 4.45490
C 5.12519 -1.39225 4.97084
C 4.78177 -0.25883 4.19460
S 3.93896 1.08086 4.81256
H 5.96738 -1.32149 1.28613
H 6.57722 -3.35031 2.62224
H 5.99909 -3.33438 5.09119
H 4.83161 -1.35457 6.01022
C -2.27886 -0.41596 0.63933
C -3.54882 0.35581 0.31820
As -5.16243 -0.75369 0.43908
C -4.78718 -1.78810 -1.18315
C -4.29410 -3.08037 -1.02847
C -3.88647 -3.82403 -2.12979
C -3.98457 -3.28423 -3.40315
C -4.48377 -1.99902 -3.56912
C -4.87566 -1.25373 -2.46564
C -6.44542 0.51011 -0.33544
C -6.18612 1.87564 -0.41124
C -7.13966 2.74754 -0.92742
C -8.35879 2.26624 -1.37694
C -8.62778 0.90537 -1.30311
C -7.67939 0.03894 -0.77928
P -0.69759 0.59005 0.40483
C -0.81755 0.86100 -1.42581
C -0.27860 2.02805 -1.97812
C -0.29360 2.25159 -3.34725
C -0.83874 1.30849 -4.20900
C -1.36697 0.14042 -3.68110
C -1.35630 -0.07697 -2.30881
C -0.97660 2.19698 1.07044
C -1.84444 3.22269 0.51598
C -2.14547 4.36395 1.22039
C -1.64897 4.60417 2.51750
C -0.79454 3.60948 3.08047
C -0.47599 2.47252 2.38861
H -2.20452 -1.35196 0.07929
H -2.26612 -0.69435 1.69639
H -3.51197 0.77048 -0.69289
H -3.64756 1.18862 1.01539
H -4.20975 -3.50757 -0.03574
H -3.48367 -4.81900 -1.98826
H -3.66196 -3.85832 -4.26289
H -4.55031 -1.56550 -4.55968
H -5.23757 -0.24177 -2.60581
H -5.23768 2.27453 -0.07209
H -6.91824 3.80636 -0.97933
H -9.09746 2.94632 -1.78338
H -9.57814 0.51840 -1.65158
H -7.89973 -1.02200 -0.72473
H 0.13967 2.77161 -1.30683
H 0.11823 3.17267 -3.74305
H -0.85107 1.48190 -5.27892
H -1.79434 -0.61244 -4.33419
H -1.77929 -1.00136 -1.93362
H -2.23445 3.10941 -0.49164
H -2.78821 5.10532 0.74880
H -1.91005 5.50082 3.06434
H -0.37120 3.74990 4.07051
H 0.17534 1.74026 2.86116
C 1.71815 5.34896 1.27461
N 2.71398 4.31879 1.01392
C 3.06863 3.50509 2.17574
C 2.92213 3.81205 -0.23122
O 3.20492 2.63724 -0.44353
N 2.77150 4.70660 -1.29637
C 3.35411 6.03059 -1.21519
C 2.85804 4.12155 -2.61866
H 0.94767 4.94434 1.93537
H 1.23041 5.65059 0.35045
H 2.16838 6.22803 1.74860
H 3.47380 4.15943 2.94964
H 3.81603 2.75317 1.93870
H 2.18686 3.00541 2.58132
H 3.47207 6.33946 -0.18184
H 2.72211 6.76203 -1.72708
H 4.34476 6.04714 -1.69018
H 2.38432 3.14541 -2.62386
H 3.89910 3.99541 -2.94383
H 2.34846 4.77618 -3.33020
F 2.30513 -10.30511 0.28100
C 3.52940 -9.72648 0.38997
F 4.06956 -10.18880 1.53813
F 4.26664 -10.26594 -0.61928
C 3.46949 -8.24212 0.32899
C 2.83473 -7.63525 -0.75263
C 2.77611 -6.26016 -0.84530
C 3.34759 -5.43036 0.14048
C 3.98097 -6.06842 1.22259
C 4.04221 -7.44745 1.31507
C 3.28727 -4.01581 0.04321
C 3.23342 -2.78401 -0.04227
H 2.38264 -8.24791 -1.52439
H 2.28126 -5.79001 -1.68449
H 4.41987 -5.44794 1.99289
H 4.53514 -7.90789 2.16167

For the energy above the lowest of the compared OMol25 structures with the same formula, charge and spin, the calculation gives 3.3 kcal per mole. As for the charge: -2. For the molecular weight, the calculation gives 939.3 g/mol. Its expectation value of S² is 0.763. The calculation puts the gap between HOMO and LUMO (alpha / beta) at 0.113 / 0.213 Ha. Its spin multiplicity is 2.

---

Entry 3:
Entry from OMol25: C15H32IrN3O2PSi as an isolated structure at a distorted geometry (ωB97M-V with the def2-TZVPD basis set).

Geometry (Å):
Ir -0.11951 -0.06784 -0.17867
Si -0.59478 1.11317 -2.20029
P -2.26440 -0.21029 0.24106
N 0.61308 -1.76085 -0.14557
H -1.16363 2.06036 1.05099
C -2.64606 -1.07313 1.79916
H -3.69454 -1.36941 1.82726
H -2.45330 -0.41597 2.64893
H -2.02781 -1.97064 1.90262
C -3.60062 0.97742 -0.07141
H -4.56317 0.49490 0.13140
H -3.59539 1.32313 -1.10679
H -3.50503 1.83608 0.59447
C -2.75371 -1.55042 -0.92605
H -3.81626 -1.78531 -0.80871
H -2.19358 -2.46473 -0.74415
H -2.59941 -1.28333 -1.96666
C -1.02834 2.95209 -2.11335
H -0.29927 3.47916 -1.48534
H -2.03966 3.12397 -1.72930
H -0.96361 3.28618 -3.15514
H 0.70906 0.95219 -2.88367
H -1.75829 0.45967 -2.93223
C 0.98310 -2.74921 -0.95565
C 1.98454 -4.97636 -1.21192
C 1.54042 -3.94416 -0.38396
C 0.88035 -2.64246 -2.38699
C 1.31884 -3.68807 -3.21691
C 1.85505 -4.84245 -2.60614
H 2.41679 -5.86761 -0.75305
H 1.58819 -3.95630 0.69566
H 0.47327 -1.71346 -2.78133
H 1.22771 -3.57443 -4.29562
H 2.17643 -5.65901 -3.25257
C -0.55208 2.69524 1.73128
O 0.33915 2.92012 0.76948
C 0.00777 2.10455 3.02766
H -0.51720 2.47044 3.89870
H 1.05190 2.38507 3.16737
H -0.11010 1.01191 2.93884
C -1.66247 3.73382 1.97236
H -2.30734 3.45286 2.82543
H -2.29127 3.89223 1.08570
H -1.30241 4.73062 2.25140
C 4.23584 1.83715 0.22618
N 3.84823 0.74752 1.08161
C 2.62846 0.11006 0.95961
N 2.39226 -0.96700 1.77561
O 1.80362 0.59019 0.12127
H 3.34663 2.23619 -0.26039
H 4.96103 1.50627 -0.53428
H 4.71018 2.61723 0.84091
H 4.50281 0.34062 1.70837
H 1.65482 -1.61506 1.47455
H 3.17370 -1.29292 2.33824

For the molecular weight, the calculation gives 537.7 g/mol. Its expectation value of S² is 8.807. The calculation puts the gap between HOMO and LUMO (alpha / beta) at 0.177 / 0.245 Ha. Its spin multiplicity is 6.

---

Entry 4:
Entry from OMol25: C16H36AsN4RuS2Si2 as an isolated structure at a distorted geometry (ωB97M-V with the def2-TZVPD basis set).

Geometry (Å):
Ru -0.06563 -0.22910 -0.35733
N -1.02618 -0.27759 2.06011
N -1.68783 -1.45533 2.38660
C -1.87113 -2.38835 1.45016
N -2.58885 -3.45128 1.80240
S -1.23243 -2.33869 -0.13967
H -0.15871 -0.20775 2.58377
H -1.61367 0.52602 2.24659
H -2.11399 -1.54601 3.29857
H -3.06838 -3.50684 2.68734
H -2.77677 -4.16992 1.12201
C -2.70445 0.35219 -1.92518
Si -1.27608 0.24507 -3.09613
C -1.55324 1.02661 -4.72997
C -0.79948 -1.51994 -3.40869
C 0.12350 1.12710 -2.18606
C -0.26902 2.27170 -1.31072
C -0.42689 3.59995 -1.67078
C -0.76218 4.50313 -0.67759
C -0.90887 4.06299 0.63916
C -0.72073 2.73294 0.91204
N -0.42315 1.85007 -0.06187
Si 1.97380 1.11592 -2.71298
C 2.91142 2.00145 -1.39878
C 2.53945 -0.63054 -2.90998
C 2.10481 1.99529 -4.32326
H -3.47185 -0.38073 -2.18988
H -3.14554 1.35413 -1.94276
H -2.44718 0.15549 -0.87442
H -2.35352 0.50991 -5.27285
H -0.64591 0.96787 -5.33605
H -1.84117 2.07880 -4.63767
H -1.69741 -2.08826 -3.67847
H -0.33846 -2.03141 -2.56477
H -0.09433 -1.58949 -4.24240
H -0.28828 3.90957 -2.70065
H -0.89726 5.55088 -0.91719
H -1.15906 4.74660 1.43830
H -0.79546 2.36161 1.92512
H 2.59136 1.71034 -0.39890
H 2.78877 3.08594 -1.48592
H 3.98106 1.78419 -1.47961
H 2.14679 -1.27234 -2.12553
H 3.63356 -0.66729 -2.85255
H 2.23998 -1.05136 -3.87504
H 1.78538 3.03990 -4.25055
H 1.51137 1.50618 -5.10060
H 3.15112 1.99362 -4.65213
C 4.28580 -2.85128 0.96547
As 2.42075 -2.76748 0.61594
C 1.56086 -3.83828 1.92492
C 2.13251 -3.56570 -1.08482
S 1.88882 -0.67330 0.79555
H 4.58685 -3.89736 0.96667
H 4.48901 -2.39955 1.93290
H 4.80961 -2.30595 0.18468
H 2.03246 -4.82069 1.94401
H 0.51052 -3.93409 1.66234
H 1.67686 -3.35172 2.88956
H 2.05932 -4.64234 -0.93167
H 2.98065 -3.33355 -1.72350
H 1.21711 -3.19408 -1.52768

For the energy above the lowest of the compared OMol25 structures with the same formula, charge and spin, the calculation gives 0.0 kcal per mole. As for the charge: +2. For the molecular weight, the calculation gives 580.8 g/mol. Its expectation value of S² is 0.846. The calculation puts the gap between HOMO and LUMO (alpha / beta) at 0.271 / 0.266 Ha. Its spin multiplicity is 2.